ORCA calculation (wB97M-V/def2-TZVPD) on a structure of composition C43H46BiClN6OP2.

Structure (XYZ):
```
100
C43H46BiClN6OP2 (wB97M-V/def2-TZVPD)
Bi -0.97892 0.31487 -1.05375
Cl -8.34404 -0.83835 0.35706
C -6.69577 -0.79799 -0.14850
C -6.03484 -1.98488 -0.46386
C -4.71968 -1.96224 -0.88136
C -4.01922 -0.75924 -0.98276
O -2.77175 -0.78642 -1.45698
C -4.68078 0.43808 -0.63857
C -4.04576 1.73009 -0.62158
N -2.77587 1.95873 -0.63338
C -2.33138 3.30105 -0.57551
C -2.89263 4.26132 0.22532
C -2.43267 5.59417 0.17740
C -1.42541 5.95734 -0.66834
C -0.80039 4.98493 -1.48429
C 0.24567 5.28429 -2.38603
C 0.81470 4.28244 -3.12141
C 0.35823 2.96706 -2.93391
N -0.62943 2.65398 -2.12562
C -1.23238 3.64411 -1.41137
C -6.03015 0.40009 -0.24680
H -6.56778 -2.92335 -0.38834
H -4.21173 -2.87907 -1.14980
H -4.72247 2.58545 -0.56931
H -3.69642 4.00232 0.90321
H -2.89865 6.33198 0.81609
H -1.08820 6.98445 -0.72012
H 0.58580 6.30786 -2.48257
H 1.61515 4.47485 -3.82148
H 0.83982 2.14807 -3.46105
H -6.54351 1.32184 -0.00235
C -0.22520 1.58229 3.07944
P -0.43122 0.15899 1.95585
C 1.14494 -0.79638 2.09925
N 1.22581 -1.61185 3.12403
C 2.30421 -2.42106 3.23008
C 2.41147 -3.31643 4.31954
C 3.49028 -4.14710 4.39605
C 4.49883 -4.12579 3.39974
C 4.41968 -3.27120 2.33967
C 3.31541 -2.39385 2.23845
N 3.23222 -1.52806 1.20317
C 2.19276 -0.73025 1.12520
P 2.17349 0.42729 -0.31527
C 3.15064 -0.52986 -1.52742
C 3.33335 1.80297 0.20229
C 3.55393 2.68563 -1.02921
C 4.67736 1.29861 0.72726
C 2.63732 2.62014 1.28850
C -1.77591 -0.84595 2.78238
C -1.61387 -0.99067 4.29851
C -3.07804 -0.08326 2.49968
C -1.87667 -2.21732 2.11317
H 0.24414 1.26901 4.01186
H -1.21196 1.98831 3.30152
H 0.36991 2.36536 2.62011
H 1.63095 -3.31690 5.06859
H 3.58670 -4.83409 5.22598
H 5.34240 -4.79640 3.49358
H 5.18201 -3.22858 1.57311
H 4.15644 -0.74378 -1.17486
H 3.19967 0.02325 -2.46633
H 2.65332 -1.47960 -1.71647
H 4.05182 2.14824 -1.83788
H 4.19285 3.52792 -0.75572
H 2.61066 3.09013 -1.40100
H 5.21016 0.69548 -0.00705
H 4.56241 0.70866 1.63565
H 5.30803 2.15874 0.96337
H 1.67321 3.00472 0.94103
H 3.26036 3.47555 1.55847
H 2.48388 2.03033 2.19441
H -1.56026 -0.02159 4.79460
H -0.72904 -1.56549 4.55496
H -2.49253 -1.50423 4.69539
H -3.08380 0.91073 2.95219
H -3.91621 -0.63967 2.92377
H -3.26060 0.01814 1.42963
H -0.98942 -2.82539 2.28866
H -2.05628 -2.12420 1.03570
H -2.73289 -2.75203 2.52970
N -0.95247 -0.26940 -3.51831
C -0.06866 -1.33933 -3.91231
C 0.32609 -1.51354 -5.20829
C 1.17110 -2.58318 -5.56937
C 1.58928 -3.47573 -4.62669
C 1.20160 -3.31837 -3.27539
C 1.61755 -4.20924 -2.25946
C 1.22603 -3.99182 -0.96988
C 0.43230 -2.86747 -0.68856
N 0.02425 -2.01293 -1.60137
C 0.38103 -2.23043 -2.90370
H -1.91842 -0.60169 -3.48229
H -0.91461 0.48832 -4.19293
H -0.02893 -0.83404 -5.97441
H 1.46474 -2.69866 -6.60336
H 2.22025 -4.31283 -4.89604
H 2.24250 -5.05428 -2.52024
H 1.51759 -4.65076 -0.16418
H 0.13245 -2.67205 0.33339
```

Summary:
LUMO energy   -5.4 eV
E   -3427.082392 Eh
HOMO-LUMO gap   7.38 eV
Energy above the lowest of the compared OMol25 structures with the same formula, charge and spin   0.0 kcal per mole
Total charge   +2